[1]
This record from the Open Molecules 2025 dataset describes one molecule with the formula C14H10N2O3S in a non-equilibrium geometry. The level of theory is ωB97M-V/def2-TZVPD.

## Properties
SMILES = O=C(CSc1nccc(=O)[nH]1)c1cc2ccccc2o1
HOMO-LUMO gap = 8.18 eV
HOMO level = -8.950 eV
energy above the lowest of the compared OMol25 structures with the same formula, charge and spin = 338.9 kJ/mol

Structure (ORCA input):
```
! wB97M-V def2-TZVPD RIJCOSX def2/J DEFGRID3
* xyz 0 1
O 6.263 0.327 -0.492
O 0.648 -0.082 -2.799
N 3.522 1.285 1.936
O -1.873 0.332 -0.163
S 1.586 1.494 0.095
C 5.422 0.688 0.248
C 0.160 -0.119 -1.632
C 3.131 1.069 0.670
C 4.715 0.985 2.475
C 5.737 0.792 1.693
C -1.238 -0.281 -1.294
C -2.238 -0.881 -1.879
C -5.240 -0.245 0.872
C -5.495 -1.299 -0.098
C -4.060 0.470 0.804
C -4.637 -1.513 -1.136
C -3.153 0.022 -0.100
C -3.380 -0.804 -1.103
N 4.132 0.696 -0.211
C 1.093 -0.184 -0.378
H 4.938 1.146 3.559
H 6.734 0.672 2.088
H -2.150 -1.501 -2.819
H -6.028 0.037 1.574
H -6.495 -1.786 -0.057
H -3.768 1.302 1.516
H -4.894 -2.231 -1.964
H 4.040 0.919 -1.257
H 0.542 -0.630 0.519
H 1.987 -0.682 -0.668
*
```

***

[2]
This record from the Open Molecules 2025 dataset describes one molecule with the formula C17H21ClN2O4. The level of theory is ωB97M-V/def2-TZVPD.

## Properties
SMILES = CCCCCCC(=O)N(O)[C@H]1CC(=O)N(c2ccc(Cl)cc2)C1=O
HOMO-LUMO gap = 9.69 eV
HOMO level = -9.226 eV
energy above the lowest of the compared OMol25 structures with the same formula, charge and spin = 151.0 kJ/mol

Structure (ORCA input):
```
! wB97M-V def2-TZVPD RIJCOSX def2/J DEFGRID3
* xyz 0 1
C 6.790 1.217 2.080
C 5.449 1.353 2.791
C 4.357 0.538 2.103
C 3.014 0.662 2.819
C 1.926 -0.163 2.137
C 0.588 -0.049 2.879
C -0.443 -0.902 2.189
O -0.639 -2.075 2.425
N -1.175 -0.278 1.221
C -2.105 -1.006 0.394
C -1.901 -0.671 -1.079
O -0.844 -0.462 -1.617
N -3.145 -0.623 -1.667
C -4.194 -0.691 -0.746
O -5.356 -0.694 -1.036
C -3.584 -0.714 0.636
H -4.083 -1.439 1.275
H -3.708 0.275 1.084
C -3.352 -0.469 -3.063
C -4.300 -1.255 -3.706
C -4.508 -1.108 -5.065
C -3.758 -0.184 -5.776
C -2.807 0.599 -5.140
C -2.608 0.460 -3.779
H -1.871 1.067 -3.279
H -2.231 1.315 -5.704
Cl -4.011 -0.007 -7.474
H -5.245 -1.711 -5.570
H -4.880 -1.971 -3.146
H -1.873 -2.066 0.564
O -0.980 1.058 0.892
H -0.351 1.099 0.149
H 0.261 0.990 2.912
H 0.708 -0.424 3.895
H 1.811 0.176 1.104
H 2.225 -1.213 2.109
H 2.711 1.711 2.843
H 3.124 0.326 3.853
H 4.250 0.877 1.070
H 4.655 -0.513 2.076
H 5.155 2.404 2.814
H 5.552 1.016 3.825
H 6.714 1.565 1.052
H 7.110 0.178 2.066
H 7.552 1.805 2.586
*
```

***

[3]
This record from the Open Molecules 2025 dataset describes one molecule with the formula C6H4F4O in a non-equilibrium geometry. The level of theory is ωB97M-V/def2-TZVPD.

## Properties
HOMO-LUMO gap = 8.22 eV
HOMO level = -8.584 eV
energy above the lowest of the compared OMol25 structures with the same formula, charge and spin = 245.5 kJ/mol

Structure (ORCA input):
```
! wB97M-V def2-TZVPD RIJCOSX def2/J DEFGRID3
* xyz 0 1
C -0.676 -1.445 -0.250
C -1.907 -0.543 -0.280
C 0.626 -1.233 -0.002
C -1.608 0.745 -0.048
C 0.834 1.375 0.199
C 1.314 -0.043 0.702
O 1.164 1.886 -1.023
F -3.017 -1.245 -0.620
F 1.504 -2.251 -0.180
F -2.349 1.832 -0.125
F 0.821 -0.024 2.009
H -0.975 -2.445 -0.347
H 0.405 2.154 0.966
H 2.362 -0.065 0.694
H 1.503 1.303 -1.695
*
```

***

[4]
This record from the Open Molecules 2025 dataset describes a 18-piece molecular cluster, C9H52NO18 overall in a non-equilibrium geometry. The level of theory is ωB97M-V/def2-TZVPD.

## Properties
HOMO-LUMO gap = 4.96 eV
HOMO level = -3.298 eV
energy above the lowest of the compared OMol25 structures with the same formula, charge and spin = 271.4 kJ/mol

Structure (ORCA input):
```
! wB97M-V def2-TZVPD RIJCOSX def2/J DEFGRID3
* xyz -1 1
C 0.740 1.148 -1.815
C -0.221 0.846 -0.591
C -1.555 0.352 -1.288
C -2.511 -0.220 -0.344
C -1.937 -1.151 0.792
C -0.551 -0.839 1.386
N 0.301 -0.225 0.332
O 1.699 -0.543 0.300
C -0.058 -2.163 2.039
C -0.678 0.164 2.613
C -0.425 2.179 0.075
H 1.714 1.554 -1.541
H 0.239 1.887 -2.439
H 0.965 0.213 -2.329
H -1.338 -0.323 -2.116
H -1.975 1.252 -1.736
H -3.330 -0.581 -0.966
H -2.931 0.637 0.182
H -1.931 -2.202 0.503
H -2.654 -1.252 1.607
H 0.956 -2.096 2.435
H -0.091 -3.007 1.351
H -0.661 -2.397 2.916
H -0.491 -0.330 3.566
H -1.708 0.467 2.798
H 0.099 0.927 2.571
H -0.374 2.986 -0.657
H 0.339 2.300 0.843
H -1.268 2.148 0.764
O 3.762 -2.619 1.114
H 3.325 -3.467 1.198
H 3.071 -2.020 0.832
O -2.770 2.637 -4.296
H -2.027 2.043 -4.190
H -3.540 2.076 -4.205
O 1.092 -1.994 5.857
H 0.304 -2.537 5.886
H 0.764 -1.103 5.731
O 4.939 0.219 0.948
H 4.311 -0.388 1.340
H 4.400 0.838 0.456
O -0.430 0.995 -4.878
H -0.471 0.043 -4.792
H 0.501 1.187 -4.987
O 0.279 0.736 5.677
H 0.932 1.376 5.392
H -0.523 0.994 5.223
O -5.157 1.309 3.492
H -4.410 1.016 2.969
H -5.427 2.131 3.083
O 2.963 4.050 -1.099
H 3.827 4.323 -0.789
H 2.360 4.694 -0.728
O -4.574 -1.495 -3.258
H -4.570 -1.415 -4.212
H -3.723 -1.877 -3.045
O 4.078 3.093 -3.322
H 3.536 3.372 -2.585
H 4.608 2.376 -2.974
O 2.658 -5.140 1.116
H 1.704 -5.064 1.156
H 2.901 -5.549 1.946
O -1.923 -2.930 -3.057
H -1.654 -2.699 -3.946
H -1.138 -2.793 -2.526
O 3.220 -0.762 3.102
H 2.583 -0.132 2.765
H 2.870 -1.616 2.847
O 3.016 2.162 1.049
H 2.424 1.422 0.914
H 2.643 2.867 0.521
O -4.319 -2.738 -0.582
H -3.478 -2.355 -0.832
H -4.878 -2.611 -1.349
O -0.740 4.443 -2.939
H -1.344 3.901 -3.447
H -0.143 3.817 -2.528
O 1.018 -2.479 -1.720
H 1.541 -2.271 -2.494
H 1.247 -1.800 -1.085
*
```

***

[5]
This record from the Open Molecules 2025 dataset describes C18H36GeO3Pd as an isolated structure. The level of theory is ωB97M-V/def2-TZVPD.

## Properties
HOMO-LUMO gap (spin up / spin down) = 7.28 / 7.33 eV
HOMO level (spin up / spin down) = -4.239 / -4.335 eV

Structure (ORCA input):
```
! wB97M-V def2-TZVPD RIJCOSX def2/J DEFGRID3
* xyz -1 2
Pd 0.006 -0.004 0.271
C 0.650 3.047 -3.125
C -0.032 2.734 -1.790
C 0.991 2.849 -0.664
C -1.180 3.709 -1.556
O -0.614 1.434 -1.788
Ge -0.001 0.003 -2.839
O 1.551 -0.184 -1.797
C 2.387 -1.338 -1.805
C 1.988 -2.278 -0.672
C 2.304 -2.089 -3.138
C 3.807 -0.830 -1.588
O -0.932 -1.249 -1.794
C -2.349 -1.396 -1.797
C -2.618 -2.881 -1.577
C -2.963 -0.952 -3.128
C -2.960 -0.580 -0.663
H 1.029 4.073 -3.131
H -0.054 2.931 -3.952
H 1.493 2.373 -3.295
H 1.407 3.861 -0.623
H 1.804 2.141 -0.824
H 0.529 2.627 0.302
H -0.825 4.744 -1.527
H -1.669 3.479 -0.608
H -1.917 3.611 -2.356
H 0.967 -2.631 -0.821
H 2.036 -1.765 0.292
H 2.657 -3.144 -0.636
H 1.297 -2.483 -3.296
H 3.003 -2.930 -3.148
H 2.547 -1.423 -3.968
H 3.863 -0.289 -0.641
H 4.082 -0.145 -2.393
H 4.526 -1.655 -1.563
H -2.164 -3.462 -2.383
H -3.691 -3.091 -1.548
H -2.173 -3.198 -0.631
H -2.510 -1.495 -3.960
H -2.803 0.117 -3.288
H -4.041 -1.138 -3.134
H -2.537 -0.878 0.300
H -4.045 -0.725 -0.623
H -2.754 0.481 -0.813
C -0.094 -1.439 5.489
C -0.005 0.001 4.964
C -1.211 0.797 5.482
C 1.284 0.647 5.491
C 0.000 -0.001 3.490
C 0.004 -0.003 2.270
H -0.098 -1.450 6.585
H 0.755 -2.025 5.135
H -1.006 -1.919 5.131
H -1.226 0.805 6.577
H -2.141 0.355 5.121
H -1.168 1.827 5.124
H 1.291 0.654 6.587
H 1.369 1.674 5.133
H 2.157 0.095 5.139
*
```